(1)
The following is a quantum chemistry calculation of a 10-piece molecular cluster, H20O10 overall in a non-equilibrium geometry, from the Open Molecules 2025 dataset.

Element x y z (Å)
O -0.59443 3.83280 -0.14493
H -0.26443 2.93880 -0.29393
H -1.28043 3.72680 0.50907
O -1.29543 -3.43520 0.18807
H -1.06543 -2.80420 -0.49693
H -2.28543 -3.54820 0.31707
O 3.18757 -1.67320 1.80607
H 2.45757 -1.84320 2.40507
H 2.95457 -0.79620 1.41107
O -0.07643 -0.64220 0.26307
H -0.10643 0.09380 -0.37793
H 0.62357 -1.18220 -0.01793
O -0.22143 1.38880 -1.63293
H -1.07343 1.45180 -2.05293
H 0.45357 1.43580 -2.29193
O -1.73443 -1.44720 -1.91093
H -1.47743 -0.94120 -1.08993
H -2.63743 -1.15320 -2.13893
O 2.03057 -1.91020 -0.88693
H 2.36157 -2.14420 -1.71793
H 2.55057 -2.34720 -0.24993
O -0.63543 1.46880 2.44307
H -1.22843 2.25880 2.24807
H -0.26243 1.14380 1.61907
O -3.28243 0.41880 1.32007
H -2.48243 0.17480 1.70907
H -3.77743 0.95980 1.93607
O 3.28557 1.20580 -0.77593
H 3.50457 1.96880 -1.30593
H 2.37157 1.39980 -0.78893

The calculation puts the gap between HOMO and LUMO at 10.31 eV. The LUMO energy is -0.2 eV. As for the SMILES: O.O.O.O.O.O.O.O.O.O. The net charge is 0. For the energy relative to the best compared isomer or geometry (same formula, charge and spin), the calculation gives 308.23 kJ/mol. The spin multiplicity is 1.

(2)
The following is a quantum chemistry calculation of C15H13AuN5O3S2 as an isolated structure in a non-equilibrium geometry, from the Open Molecules 2025 dataset.

Element x y z (Å)
Au -1.23594 0.29991 -1.82810
N 3.63656 -1.70419 3.61590
C 3.36246 -1.26989 2.34940
C 2.59696 -2.06259 1.48290
C 2.28386 -1.60899 0.22090
C 2.73876 -0.36979 -0.19600
C 3.47286 0.44111 0.65140
C 3.79256 -0.00739 1.91660
S 2.26916 0.17841 -1.82100
O 2.04906 -0.96359 -2.65530
O 3.13906 1.21551 -2.28760
N 0.76506 0.81231 -1.49730
C 0.58216 2.10821 -1.26160
N 1.49876 2.95001 -0.85030
C 1.17166 4.24151 -0.71230
C -0.12184 4.69681 -0.94460
C -1.06154 3.75221 -1.30740
N -0.71374 2.46141 -1.44560
H 3.49266 -2.67799 3.82340
H 4.34666 -1.22609 4.14220
H 2.25636 -3.03209 1.81540
H 1.71036 -2.20329 -0.47160
H 3.79856 1.40341 0.29200
H 4.37866 0.60771 2.58410
H 1.97326 4.89321 -0.40290
H -0.37504 5.73681 -0.83780
H -2.09404 3.98951 -1.50800
O -3.33704 0.03341 -1.86900
N -3.72734 -0.91779 -1.02410
C -4.92144 -0.76119 -0.38150
C -5.40504 -1.72469 0.45180
C -4.69324 -2.92169 0.64320
C -3.48374 -3.07299 -0.03040
C -2.97864 -2.06839 -0.82930
S -1.41224 -2.17259 -1.56830
H -5.43234 0.16701 -0.58580
H -6.34604 -1.56249 0.95280
H -5.07334 -3.68689 1.29870
H -2.90294 -3.97399 0.07510

The calculation puts the gap between HOMO and LUMO (spin up / spin down) at 7.60 / 7.01 eV. The LUMO energy (spin up / spin down) is 0.0 / -0.9 eV. Its expectation value of S² is 0.755. The net charge is 0. The spin multiplicity is 2.

(3)
The following is a quantum chemistry calculation of a 3-piece molecular cluster, C20H50N4O5PS overall in a non-equilibrium geometry, from the Open Molecules 2025 dataset.

Element x y z (Å)
C 1.47212 -5.07470 1.43876
C 0.52764 -4.35354 0.39481
C -0.13018 -3.02963 0.99765
C -1.72162 -3.06508 0.94665
C -2.25029 -2.91135 2.42253
S -3.92455 -3.68829 2.73150
C -3.80219 -5.52679 2.85824
C -2.73836 -6.19784 1.92196
C -3.07958 -6.90376 0.57247
N -1.50439 -6.21768 2.27553
P -5.13410 -3.12149 0.99428
N -6.67117 -3.88375 1.37188
O -4.56932 -3.89278 -0.38884
H 0.98564 -5.00043 2.44527
H 1.60474 -6.13994 1.12008
H 2.48404 -4.60196 1.49664
H 1.06975 -4.09978 -0.55244
H -0.25733 -5.11011 0.12153
H 0.29483 -2.13904 0.46873
H 0.26454 -2.97457 2.05122
H -2.07707 -3.97331 0.41331
H -2.02365 -2.19209 0.30710
H -1.54424 -3.27887 3.19982
H -2.43453 -1.81467 2.58383
H -3.51554 -5.77309 3.91312
H -4.78064 -6.04631 2.68200
H -2.22796 -7.48901 0.16700
H -3.45425 -6.20478 -0.20916
H -3.90488 -7.63395 0.79551
H -1.37987 -5.75990 3.18626
H -7.38722 -3.26656 0.98643
H -6.72488 -3.90307 2.39498
H -5.23003 -4.52956 -0.71288
C 2.51486 -1.12585 -5.10618
O 3.61638 -0.37088 -4.63027
C 3.34886 1.02944 -4.55716
C 3.32578 1.49144 -3.10698
N 2.15013 0.97253 -2.40930
C 2.19064 1.17123 -0.96021
C 3.28376 0.43592 -0.17822
O 3.14046 -0.97876 -0.17531
C 3.72292 -1.63741 -1.28994
H 2.84880 -2.15436 -5.24388
H 1.69537 -1.12462 -4.37995
H 2.16089 -0.74171 -6.06641
H 2.42633 1.29688 -5.07945
H 4.17518 1.53170 -5.06888
H 3.30675 2.58471 -3.07791
H 4.25226 1.14809 -2.63372
H 2.07244 -0.01990 -2.59261
H 1.22271 0.83658 -0.57344
H 2.25622 2.24215 -0.74882
H 3.19243 0.74299 0.86810
H 4.29330 0.72630 -0.48807
H 4.60431 -1.11532 -1.66836
H 2.98613 -1.76273 -2.08714
H 4.02493 -2.63630 -0.96937
C -2.24013 7.57640 -0.21301
O -0.87642 7.61437 -0.60039
C -0.04453 8.29715 0.33746
C 0.91561 7.32267 1.00492
N 0.20342 6.42025 1.90854
C 1.01942 5.30800 2.39232
C 1.50428 4.28584 1.35879
O 0.46281 3.51759 0.77075
C -0.15422 4.12049 -0.35680
H -2.81051 7.14993 -1.03829
H -2.38049 6.94036 0.66683
H -2.61859 8.58138 -0.00906
H -0.63048 8.85293 1.07428
H 0.53981 9.02346 -0.23528
H 1.66139 7.88515 1.57377
H 1.43011 6.76735 0.21273
H -0.59958 6.03891 1.42481
H 0.41086 4.77245 3.12789
H 1.88232 5.70854 2.93325
H 2.13651 3.56676 1.88950
H 2.14190 4.73410 0.58861
H 0.53718 4.74766 -0.92439
H -1.02645 4.70150 -0.04913
H -0.51156 3.32233 -1.01041

The calculation puts the gap between HOMO and LUMO at 6.93 eV. The LUMO energy is -3.1 eV. The net charge is +1. The spin multiplicity is 1.

(4)
The following is a quantum chemistry calculation of C4H3F3NO6PbS2 as an isolated structure in a non-equilibrium geometry, from the Open Molecules 2025 dataset.

Element x y z (Å)
N -1.62686 -1.06301 -0.07813
S -0.62666 -1.34421 1.17265
O -1.34686 -1.68464 2.38780
O 0.79678 -1.65648 0.85239
S -1.23879 -0.88399 -1.61580
O 0.17756 -0.38448 -1.49926
O -2.65201 -0.83117 -2.03800
C -0.74866 -1.63841 -3.29782
F 0.24031 -2.50251 -3.14815
F -1.70664 -2.29864 -3.92449
F -0.37085 -0.66208 -4.10745
Pb 1.76133 -0.11337 -0.18357
C -0.47327 1.65200 2.18147
O 0.34129 0.69304 1.49769
C 2.35040 1.51165 1.06609
C 3.16676 2.33016 1.61557
O 3.92805 3.13205 2.11014
H -1.44602 1.73245 1.68260
H -0.47542 1.35305 3.23715
H -0.05042 2.65859 2.08910

The calculation puts the gap between HOMO and LUMO (spin up / spin down) at 5.17 / 7.50 eV. The LUMO energy (spin up / spin down) is 2.1 / 2.6 eV. The net charge is -1. For the energy relative to the best compared isomer or geometry (same formula, charge and spin), the calculation gives 124.81 kJ/mol. The spin multiplicity is 1.

(5)
The following is a quantum chemistry calculation of a 2-piece molecular cluster, C10H17FSi overall in a non-equilibrium geometry, from the Open Molecules 2025 dataset.

Element x y z (Å)
C -0.99759 3.42493 1.02514
C 2.64025 2.88544 -0.02311
C -1.14056 2.99842 -0.22347
C 1.98501 2.56110 -1.13097
C -0.53183 -3.16267 0.94439
C 0.79215 -2.82437 0.26341
C -1.71532 -2.57644 0.17908
C 0.92729 -1.30117 0.07035
C -1.55195 -1.05244 0.01237
C -0.25991 -0.80830 -0.69260
F -0.23436 2.42023 -2.80970
Si 0.17023 2.16613 -1.25100
H -1.81387 3.86178 1.57971
H -0.05623 3.37520 1.54825
H 3.70130 3.08237 -0.02014
H 2.14555 2.98573 0.92885
H -2.12048 3.07181 -0.68185
H 2.54710 2.46919 -2.05496
H -0.64156 -4.24835 1.00811
H -0.52779 -2.76681 1.96299
H 1.62575 -3.19277 0.86358
H 0.83474 -3.31388 -0.71264
H -1.77120 -3.03686 -0.81029
H -2.64565 -2.79428 0.70652
H 0.97139 -0.82884 1.05455
H 1.86007 -1.08152 -0.45325
H -2.39913 -0.65479 -0.54288
H -1.53580 -0.59071 1.00273
H -0.25761 -1.06813 -1.74318

The calculation puts the gap between HOMO and LUMO (spin up / spin down) at 7.15 / 7.26 eV. The LUMO energy (spin up / spin down) is 0.3 / 0.0 eV. The net charge is 0. For the energy relative to the best compared isomer or geometry (same formula, charge and spin), the calculation gives 0.00 kJ/mol. The spin multiplicity is 1.

(6)
The following is a quantum chemistry calculation of a 12-piece molecular cluster, C40H95N3O34P8S overall in a non-equilibrium geometry, from the Open Molecules 2025 dataset.

Element x y z (Å)
C 13.43657 5.12526 27.71613
O 13.48954 3.75285 27.65479
P 14.87330 2.94071 27.78551
O 15.92996 3.36605 26.76980
O 15.23593 3.09966 29.40589
C 16.60696 2.95982 29.82310
O 14.35620 1.43876 27.62246
C 15.38930 0.51201 27.27821
H 12.47612 5.28679 28.20556
H 13.37902 5.52034 26.70188
H 14.21401 5.67600 28.24562
H 16.68797 2.13957 30.53635
H 16.99749 3.88843 30.23934
H 17.28989 2.77840 28.99317
H 14.90939 -0.46629 27.25142
H 16.21635 0.65058 27.97455
H 15.80852 0.71786 26.29333
C 8.72297 -1.14436 23.62934
O 10.07820 -1.02250 23.46996
P 10.71145 -0.27431 22.16001
O 12.17450 -0.21101 22.09201
O 10.00466 -0.99328 20.94857
C 10.66866 -2.00273 20.26893
O 9.99004 1.20100 22.24994
C 10.03787 2.11797 21.18243
H 8.19637 -0.60729 22.84045
H 8.57031 -0.70142 24.61351
H 8.38835 -2.18164 23.61602
H 10.74010 -1.68484 19.22877
H 10.02942 -2.88511 20.23921
H 11.62526 -2.28998 20.70541
H 10.71165 1.89435 20.35532
H 10.28866 2.99842 21.77405
H 9.04740 2.23459 20.74259
C 20.47702 -3.75171 24.85649
O 21.49941 -4.62139 24.31058
P 21.09631 -6.26112 24.08539
O 22.20912 -7.05943 23.43245
O 19.75470 -6.15036 23.21531
C 19.76827 -5.65857 21.87532
O 20.73605 -6.78367 25.60657
C 20.45913 -8.16320 25.90015
H 21.09798 -3.29550 25.62745
H 19.66288 -4.27860 25.35415
H 20.10626 -3.05525 24.10443
H 19.05941 -4.83092 21.89969
H 19.44964 -6.36644 21.11014
H 20.76223 -5.26562 21.66147
H 21.27750 -8.64058 26.43912
H 20.25521 -8.68798 24.96681
H 19.58439 -8.41761 26.49866
C 27.38028 3.65548 25.63997
O 26.13011 3.79640 26.19169
P 25.73738 2.87055 27.44498
O 26.82963 2.00930 27.96627
O 24.41916 2.05390 26.92692
C 23.22423 2.75825 26.69472
O 25.14819 4.04985 28.43085
C 24.83594 3.77904 29.73881
H 28.08175 4.35239 26.09860
H 27.27352 3.80171 24.56512
H 27.83297 2.66857 25.73588
H 23.40582 3.61068 26.04012
H 22.68393 2.91759 27.62788
H 22.43949 2.13561 26.26508
H 23.74869 3.74090 29.80615
H 25.11668 4.59250 30.40782
H 25.13491 2.81870 30.15889
C 24.80062 3.04568 12.32948
O 24.95600 3.29535 13.65589
P 26.05198 4.30106 14.23735
O 27.47296 3.82171 14.13494
O 25.73330 5.70181 13.48871
C 26.55360 6.83716 13.81049
O 25.54328 4.52893 15.70664
C 24.39688 5.36463 15.94971
H 25.69036 3.19383 11.71752
H 24.01680 3.65953 11.88573
H 24.51904 1.99651 12.23970
H 25.89990 7.68854 14.00004
H 27.23647 7.10159 13.00312
H 27.24272 6.65382 14.63487
H 24.67761 6.41093 16.07025
H 23.93587 4.83795 16.78528
H 23.74764 5.33016 15.07483
C 18.37953 -5.60685 13.65732
O 18.20112 -4.67979 14.61949
P 17.13075 -3.46363 14.33980
O 15.79924 -3.72584 13.70388
O 16.99367 -2.80966 15.75898
C 16.27583 -1.56821 15.91744
O 17.97334 -2.38816 13.39160
C 19.17682 -1.77486 13.86089
H 17.72673 -5.51141 12.78966
H 18.33552 -6.57423 14.15764
H 19.41301 -5.62621 13.31143
H 15.40813 -1.74253 16.55368
H 15.87549 -1.14417 14.99656
H 16.85124 -0.72139 16.29148
H 19.95140 -1.67920 13.09999
H 19.61013 -2.41523 14.62919
H 18.97616 -0.77782 14.25302
C 25.16120 8.75796 25.63975
O 25.56981 8.78410 24.31101
P 24.62470 8.45837 23.03861
O 24.15414 7.07008 22.82172
O 23.52110 9.63619 23.24982
C 22.13574 9.33815 23.46548
O 25.46673 9.03113 21.76044
C 26.67419 8.32935 21.41419
H 24.23862 8.23767 25.89712
H 25.14363 9.77152 26.04036
H 25.86635 8.31301 26.34180
H 21.71402 8.58148 22.80390
H 21.54922 10.25656 23.44052
H 21.95648 8.97416 24.47715
H 27.52441 9.00543 21.50440
H 26.65163 7.94762 20.39347
H 26.98041 7.63512 22.19674
C 19.49618 8.54147 17.52732
O 20.30172 9.64540 17.34079
P 19.63700 11.13091 17.03961
O 18.81633 11.64704 18.18754
O 20.93322 12.02749 16.66894
C 21.92440 11.58085 15.82175
O 18.88919 10.89647 15.63724
C 17.98838 11.86883 15.05255
H 19.76443 8.08327 18.47926
H 19.73967 7.80032 16.76607
H 18.44999 8.84500 17.48916
H 22.20532 12.24978 15.00829
H 21.64582 10.65046 15.32690
H 22.77859 11.54076 16.49764
H 16.98441 11.50302 14.83729
H 18.28953 12.23313 14.07036
H 17.97594 12.75536 15.68660
O 25.73348 -5.78953 16.77095
S 24.96629 -4.68572 16.22527
O 23.51680 -4.57776 16.50427
C 25.70523 -3.10543 16.59438
C 25.87798 -2.41739 15.21748
C 26.21811 -3.46727 14.15150
C 25.21252 -4.60078 14.34394
H 26.68286 -3.26269 17.05003
H 25.04681 -2.61636 17.31229
H 24.91536 -1.98613 14.94274
H 26.64285 -1.64492 15.29729
H 27.24722 -3.81403 14.24530
H 26.15962 -3.10506 13.12509
H 25.45945 -5.62063 14.04890
H 24.24358 -4.33072 13.92403
C 28.71564 -2.86842 22.80918
C 27.64084 -2.06509 22.40904
C 26.50511 -2.89386 22.48019
N 26.89548 -4.12960 22.98345
C 28.22508 -4.13331 23.09423
H 29.74249 -2.54662 22.90092
H 27.67102 -1.00060 22.22917
H 25.44736 -2.69749 22.38530
H 26.24402 -4.86733 23.21032
H 28.62233 -5.08075 23.42729
C 14.63887 7.69352 21.22730
C 14.27817 7.10548 20.06014
C 14.66997 5.79939 20.20392
N 14.97049 5.55061 21.50730
C 15.07064 6.69624 22.10442
H 14.55445 8.75020 21.43395
H 13.84237 7.62469 19.21936
H 14.58865 5.01231 19.46888
H 15.09348 4.66829 21.98321
H 15.32764 6.76918 23.15085
C 18.98115 1.30678 20.88584
C 19.87507 0.70324 20.05448
C 21.14171 1.26139 20.12494
N 21.00142 2.30894 20.97258
C 19.72413 2.35964 21.38327
H 17.98114 1.00401 21.15916
H 19.54769 -0.12577 19.44459
H 22.07304 0.94815 19.67672
H 21.69686 2.94003 21.34430
H 19.48606 3.20389 22.01333

The calculation puts the gap between HOMO and LUMO at 7.72 eV. The LUMO energy is 0.0 eV. As for the SMILES: COP(=O)(OC)OC.COP(=O)(OC)OC.COP(=O)(OC)OC.COP(=O)(OC)OC.COP(=O)(OC)OC.COP(=O)(OC)OC.COP(=O)(OC)OC.COP(=O)(OC)OC.O=S1(=O)CCCC1.c1cc[nH]c1.c1cc[nH]c1.c1cc[nH]c1. The net charge is 0. The spin multiplicity is 1.

(7)
The following is a quantum chemistry calculation of the molecule C20H27NO4, from the Open Molecules 2025 dataset.

Element x y z (Å)
C 6.14777 -1.54741 -1.47858
C 6.53431 -0.78980 -0.20713
C 5.57488 0.35410 0.04057
O 5.91907 1.50775 -0.10435
C 4.18212 0.01459 0.42410
C 3.78061 -1.23377 0.88512
C 2.45862 -1.45786 1.22472
C 1.51293 -0.45132 1.10760
O 0.20636 -0.58297 1.49154
C -0.51861 -1.70689 1.03950
C -1.14779 -1.49483 -0.34940
O -1.69764 -2.40881 -0.92753
N -1.00792 -0.24980 -0.82502
C -1.67701 0.21492 -2.01441
C -2.73318 1.27583 -1.67257
C -3.72493 0.73371 -0.67349
C -4.67558 -0.11354 -1.04225
C -5.63270 -0.77027 -0.09829
C -5.14696 -0.65796 1.34295
C -4.73107 0.78048 1.62576
C -3.53160 1.15203 0.75818
C 1.91004 0.81943 0.63812
O 0.90970 1.74081 0.52111
C 1.24949 3.04278 0.10353
C 3.23356 1.03620 0.31387
H 6.85071 -2.35752 -1.65769
H 5.14700 -1.96460 -1.39679
H 6.17095 -0.87689 -2.33449
H 6.54024 -1.46608 0.64831
H 7.53423 -0.36829 -0.32312
H 4.48914 -2.03630 1.00966
H 2.16347 -2.42489 1.60268
H 0.08289 -2.61979 1.00830
H -1.33176 -1.85897 1.75588
H -0.58933 0.45212 -0.22546
H -2.15033 -0.65759 -2.46967
H -0.93848 0.62924 -2.70994
H -3.23908 1.56231 -2.59624
H -2.23400 2.15814 -1.26601
H -4.78906 -0.37440 -2.08613
H -5.74577 -1.82049 -0.37764
H -6.61799 -0.30120 -0.19870
H -4.28795 -1.31739 1.48378
H -5.93352 -0.97238 2.03171
H -4.47893 0.90753 2.68059
H -5.56713 1.44504 1.39664
H -3.36407 2.23258 0.80094
H -2.63042 0.67288 1.15459
H 0.31957 3.60905 0.12068
H 1.65793 3.04288 -0.91178
H 1.96803 3.50610 0.78477
H 3.57919 1.99156 -0.04851

The calculation puts the gap between HOMO and LUMO at 9.01 eV. The LUMO energy is 0.3 eV. As for the SMILES: CCC(=O)c1ccc(OCC(=O)NCCC2=CCCCC2)c(OC)c1. The net charge is 0. For the energy relative to the best compared isomer or geometry (same formula, charge and spin), the calculation gives 202.14 kJ/mol. The spin multiplicity is 1.